1.
# C33H56BO8

A cluster of 3 separate species, C33H56BO8 in total at a distorted geometry (the ωB97M-V functional and the def2-TZVPD basis, the OMol25 dataset).

The geometry in ORCA input format:
```
! RIJCOSX wB97M-V def2-TZVPD def2/J DEFGRID3
* xyz -1 1
H -1.133 0.129 -3.761
O -1.366 4.212 -6.468
O -1.108 2.124 5.827
H 5.420 0.783 -2.114
H 0.112 3.797 5.693
H -5.850 0.451 -9.204
H 3.565 -0.863 -2.844
C 0.780 2.346 -2.984
H 1.152 3.098 -0.198
C 0.350 0.703 1.617
H -6.571 1.930 -7.011
H 1.700 -7.614 1.075
C -5.044 0.944 -8.566
H 1.589 -0.177 4.789
C 1.407 -0.052 2.573
C 3.166 -3.455 2.421
H 2.344 0.596 2.624
C -0.790 0.778 -1.625
C -1.812 3.132 -6.004
C 0.050 3.174 -0.507
H 4.967 2.612 -1.743
C -0.161 3.025 6.417
H 4.055 -3.493 0.299
H 1.864 -0.328 -3.302
C 2.947 0.029 -3.250
C -0.826 2.861 0.805
B -1.027 3.679 -3.784
O 0.464 3.578 -3.710
C -2.899 2.333 -6.899
C -2.419 1.460 -8.110
H 2.967 0.901 -1.159
C 0.350 -6.052 0.357
C 3.149 1.261 -2.242
O -1.391 3.093 -2.455
H -0.157 0.049 4.288
C 1.832 -2.987 4.344
H -3.213 0.128 -9.839
H -0.540 -8.724 2.133
C -2.172 1.899 6.761
H -0.126 4.282 -0.784
H 0.614 1.411 -3.620
H -0.557 2.340 2.994
C -3.542 0.759 -8.949
H -0.103 -2.200 5.103
H -2.113 -0.847 -2.514
H 0.853 0.745 0.575
C -0.435 -8.078 1.258
H 0.779 -5.081 0.614
H -0.144 -2.498 3.298
H -1.419 4.471 7.394
C -5.483 1.783 -7.334
H 2.815 3.008 -3.580
C -4.383 2.487 -6.490
H 4.175 -1.837 1.112
C -1.591 -7.111 1.094
H -0.673 0.164 1.564
H 0.648 -6.306 -0.667
C 2.322 2.585 -2.621
H -1.313 1.338 -8.370
C -0.336 2.306 -1.807
H 0.834 -6.727 2.341
H -3.059 2.425 6.391
C -1.729 0.208 -2.792
O 3.136 -4.708 2.427
H -1.782 2.266 0.617
C 0.750 -7.142 1.331
H -2.397 0.831 6.812
H -1.131 1.712 8.635
H 2.152 -2.855 5.448
H 4.892 1.913 -3.465
O 2.980 -2.607 3.542
H 3.377 0.239 -4.304
H -2.425 -7.545 0.536
H -1.963 -6.767 2.065
H -0.351 -8.715 0.371
H 0.185 0.150 -1.573
C -1.715 2.463 8.091
H -1.489 4.766 -3.925
C 0.050 2.223 2.029
H -1.175 3.890 1.212
H -2.544 2.778 8.728
C 4.727 1.666 -2.345
C 0.812 -0.504 3.993
H -4.637 3.122 -5.564
O -1.082 -5.972 0.389
O -1.356 2.616 -4.783
C -0.814 3.598 7.659
H -2.602 0.919 -2.967
H -1.319 0.576 -0.618
H -0.092 3.901 8.419
H 1.509 -4.076 4.241
C 0.529 -2.074 4.140
H 1.683 -1.028 2.015
H 1.042 2.800 2.066
H 2.501 3.384 -1.816
C 3.506 -2.757 0.997
H 2.518 -2.507 0.480
H 0.737 2.450 6.669
*
```

Properties
**DFT total energy**: -1917.6301 hartree
**Orbital gap**: 7.2 eV
**Energy relative to the best compared isomer or geometry (same formula, charge and spin)**: 199.88 kcal per mole
**Highest occupied orbital energy**: -5.1 eV

---

2.
# C33H56N8O3

A cluster of 8 separate species, C33H56N8O3 in total at a distorted geometry (the ωB97M-V functional and the def2-TZVPD basis, the OMol25 dataset).

The geometry in ORCA input format:
```
! RIJCOSX wB97M-V def2-TZVPD def2/J DEFGRID3
* xyz 0 1
C 3.634 -4.717 2.038
C -0.760 -1.609 -3.766
H -0.228 -3.339 0.620
H -3.018 4.379 2.003
H 0.252 0.272 -0.483
C 0.220 4.527 0.696
C -4.635 -1.416 0.345
C -4.323 -5.904 -0.517
C -2.568 0.844 -2.114
C -0.994 4.980 1.530
H 2.453 -4.106 0.422
H 2.654 -7.867 -2.752
N 3.885 -4.684 3.160
H 1.870 -0.359 3.649
H -2.196 0.453 -4.849
H 2.928 1.334 2.443
H 1.792 3.194 6.956
O 1.792 2.149 -2.851
H -0.736 0.945 -6.649
H 1.539 -7.152 -3.931
C -0.655 -0.216 -0.836
C -0.597 -0.136 -3.498
H 1.216 -2.290 2.125
H -3.183 -0.051 -2.237
H -1.078 1.740 -4.468
C 6.345 -1.696 2.823
C 0.845 1.431 -2.797
C 1.502 -6.273 -2.031
H -0.565 0.193 1.911
C -0.433 -2.266 0.655
H -5.299 -6.077 -0.069
H 1.360 -1.101 0.873
C -1.141 0.670 -4.691
N -0.168 7.908 0.144
C -3.942 -0.398 1.125
C 0.782 3.540 6.743
C -2.083 3.918 1.675
H 0.579 2.866 3.046
H 3.018 -6.288 -3.474
H 2.110 3.440 2.391
C 1.291 2.735 2.229
C 0.795 4.413 5.576
H -4.080 -6.733 -1.178
H 1.385 2.848 0.109
H -1.421 0.033 -0.097
C -1.112 0.432 -2.162
N -3.359 0.399 1.713
N 0.947 -5.741 -1.178
C 6.246 -2.396 1.550
O 0.807 0.183 -3.356
H 1.065 5.177 0.938
C -0.533 7.607 -2.419
H -2.575 -1.661 -4.892
C 0.066 -0.511 2.464
H -1.390 8.190 -2.748
H 6.733 -2.372 3.582
C -4.341 -4.659 -1.276
H -5.688 -1.446 0.618
H -1.426 -2.142 1.102
H -1.814 3.135 2.385
H -1.382 -2.188 -1.255
H -0.657 5.336 2.503
H -1.649 -3.239 -4.711
O -0.325 1.711 -2.222
H -4.185 -2.386 0.535
N 6.167 -2.967 0.556
H -0.595 -0.970 3.206
H -2.759 1.284 -1.136
C 3.313 -4.741 0.617
C -0.503 -1.738 -0.782
H 0.371 -2.074 -1.342
N -4.356 -3.678 -1.874
H 0.145 2.678 6.551
H -2.293 3.442 0.712
H 5.358 -1.351 3.127
H 3.079 -5.755 0.311
H 7.011 -0.841 2.724
H 4.168 -4.375 0.048
H -0.029 4.664 -0.361
H 1.789 0.923 1.198
H -0.713 6.554 -2.631
C -1.711 -2.179 -4.494
C -0.328 7.791 -0.988
H 0.351 7.932 -2.964
H -3.572 -5.845 0.269
H 0.573 0.732 -5.754
H -4.548 -1.195 -0.716
H 0.400 4.081 7.606
C 2.222 -6.936 -3.112
H -0.037 -2.256 -3.286
N 0.802 5.084 4.644
C 1.858 1.296 2.224
H -2.804 1.583 -2.876
H 0.648 0.885 3.957
C 0.643 3.074 0.884
C 1.150 0.313 3.172
H -0.200 2.403 0.690
N -0.362 0.361 -5.907
H -1.436 5.839 1.022
C 0.629 -1.579 1.536
*
```

Properties
**DFT total energy**: -1954.7196 hartree
**Orbital gap**: 9.7 eV
**Structure (SMILES)**: C=C[C@]1(CN)OC(=O)O[C@]1(C)CCCCCCCCCCCC.CC#N.CC#N.CC#N.CC#N.CC#N.CC#N.CC#N
**Highest occupied orbital energy**: -9.4 eV

---

3.
# C33H57AlBIN7O4

A structure of composition C33H57AlBIN7O4 (the ωB97M-V functional and the def2-TZVPD basis, the OMol25 dataset).

The geometry in ORCA input format:
```
! RIJCOSX wB97M-V def2-TZVPD def2/J DEFGRID3
* xyz 1 1
N 1.367 2.220 1.648
C 0.058 1.121 -2.429
C -0.544 3.117 1.091
H -0.771 -3.928 -2.701
H 3.360 3.134 4.106
H 0.008 -1.135 -3.611
C 3.097 4.149 3.824
H 2.278 4.481 4.463
H -1.985 5.053 -0.269
N -0.260 -0.419 1.965
C -1.447 1.154 -2.097
H -1.396 -3.021 0.866
H -3.127 -3.387 1.054
H 6.059 1.424 3.917
H 2.067 -4.168 1.410
H 1.414 2.345 4.943
H 0.673 -3.240 0.876
H 2.394 -0.083 6.712
N 0.156 1.980 1.056
H -0.262 2.288 5.485
O 0.403 1.350 -3.564
H 1.968 -1.411 5.627
C 5.065 1.217 3.518
H -2.044 -0.825 -2.796
C -2.266 0.226 -2.977
C 5.127 -0.090 2.743
H 5.685 -2.168 3.179
H -4.605 -1.863 2.353
N 2.093 -0.662 0.651
C -2.691 2.723 2.222
C 2.051 -0.326 5.705
H 4.385 -3.253 -1.343
C -0.175 -2.215 -1.783
H -2.391 3.345 3.068
C -3.735 -1.462 2.873
C 0.274 4.135 1.592
H 2.811 0.005 5.000
H 4.014 2.888 1.274
C 1.523 -3.823 0.528
H 3.617 4.341 0.380
N -0.874 -3.333 -1.893
C 2.714 4.279 2.350
C 0.704 0.344 5.438
H 2.472 1.339 3.411
H 4.784 4.425 1.706
H -1.774 -0.976 4.800
C 3.972 -0.505 1.853
C -1.311 -0.903 2.632
H 3.959 4.785 4.030
C 2.458 -2.991 -0.355
H -2.058 0.457 -4.021
H 3.342 -4.675 -1.359
C -2.244 -2.968 1.541
C 2.850 -1.743 0.386
H 1.458 -1.126 -2.626
C 0.102 -0.059 4.120
Al 0.244 0.124 0.124
H -1.434 -3.642 -1.113
C 0.635 -1.747 -2.966
H 1.053 2.098 6.649
I 1.414 -3.284 -4.213
H -2.736 -0.929 1.070
C -1.920 2.591 -2.256
H -1.841 2.847 -3.311
O -1.522 0.704 -0.703
C 3.671 -3.830 -0.755
C -2.478 4.655 0.619
C -2.509 -1.523 1.964
C 0.731 1.861 5.634
H 4.385 1.161 4.367
O 0.845 0.841 -1.434
C 5.474 -1.237 3.702
C -1.121 -0.695 3.992
H -2.962 2.702 -1.950
H 0.002 -0.055 6.174
H 2.456 5.331 2.202
H 1.166 -4.704 -0.009
H 1.966 -2.737 -1.288
O -0.254 -1.549 -0.728
H -2.020 -3.580 2.416
H -2.390 1.696 2.443
H -3.582 -2.063 3.770
H 4.778 2.058 2.896
H 6.355 -0.973 4.287
C 1.470 3.544 1.930
H -3.555 4.687 0.454
H -3.959 -0.440 3.180
H -3.779 2.762 2.141
N 2.790 0.085 1.575
H -2.432 0.577 -0.414
N 0.621 0.115 2.888
H 4.650 -1.419 4.395
H 0.032 5.178 1.697
H 5.961 0.008 2.039
C 4.044 -1.649 1.086
H 4.868 -2.338 1.048
C -2.037 3.228 0.927
C 3.854 3.961 1.375
H -2.258 5.323 1.454
H -1.296 3.282 -1.692
H 4.184 -4.232 0.120
H -2.371 2.590 0.121
H -3.332 0.382 -2.800
B 1.895 0.984 2.448
*
```

Properties
**DFT total energy**: -2541.0474 hartree
**Orbital gap**: 9.0 eV
**Energy relative to the best compared isomer or geometry (same formula, charge and spin)**: 17.78 kcal per mole
**Highest occupied orbital energy**: -11.4 eV

---

4.
# C33H57AuBrN2O2Si

A structure of composition C33H57AuBrN2O2Si at a distorted geometry (the ωB97M-V functional and the def2-TZVPD basis, the OMol25 dataset).

The geometry in ORCA input format:
```
! RIJCOSX wB97M-V def2-TZVPD def2/J DEFGRID3
* xyz 1 3
H -3.112 -2.658 0.269
H -1.867 -4.630 -2.618
H 1.421 0.916 4.233
C -0.230 -4.018 -1.326
H -4.540 -2.571 -0.785
H -5.273 3.203 -0.028
H 1.685 -3.892 3.938
C -3.447 -0.944 -2.501
H 3.178 3.705 0.650
H -2.355 3.651 2.230
H -0.283 1.698 2.694
C 0.621 -4.853 -0.599
H -0.834 0.412 -4.234
H -1.548 4.760 -2.288
H -1.818 5.276 0.022
C 0.180 5.888 -0.534
C -0.788 4.878 0.027
H -5.411 0.771 1.767
C 3.799 -2.472 -0.876
C 2.639 -5.486 0.701
C 2.736 3.087 -0.142
H -0.122 6.209 -1.536
H 2.730 1.582 3.241
Au -0.821 -2.041 0.979
C 1.875 2.012 0.470
H -2.809 2.243 3.220
H 5.905 -1.044 3.027
H 1.191 5.469 -0.576
H 0.687 3.067 3.268
O -0.749 3.641 -0.705
H 3.966 -1.699 4.458
H 1.178 -0.601 -3.717
H 5.790 -1.382 0.553
H 2.498 1.279 1.007
C -1.701 1.207 0.240
C -3.124 2.882 2.383
H 1.200 -2.203 -2.952
C 2.781 -2.401 2.817
C 5.011 -1.475 2.574
C 3.929 -1.839 3.377
O 0.904 2.641 1.317
H 0.751 3.953 -2.926
H 4.136 -3.484 -1.148
N 1.625 -3.250 0.854
H 4.468 -1.763 -1.379
C 0.844 -1.170 -2.838
C 0.717 2.158 2.645
H -4.060 3.389 2.665
C -4.543 0.404 1.198
H -1.300 0.457 0.932
H 0.168 2.265 -2.857
H -4.911 -0.056 0.268
H -4.537 -0.913 -2.432
H 2.137 3.721 -0.800
H 0.658 -5.893 -0.915
C 4.954 -1.666 1.194
N -0.615 -2.796 -0.957
C -0.133 3.308 -3.024
C 1.635 -2.824 3.673
H -0.498 -3.884 -3.480
H -4.415 2.447 -1.385
C 1.719 1.168 3.211
H -2.090 3.057 -2.141
H -0.511 3.401 -4.049
Br -1.358 -1.033 3.116
H 0.685 -2.647 3.144
H -4.039 -0.368 1.797
C -1.376 -0.196 -3.507
H -3.311 -3.835 -1.049
H 2.790 -2.334 -1.281
C -0.649 -1.099 -2.732
H 1.724 0.224 2.656
H -3.312 0.614 -3.993
Si -3.389 1.842 0.834
C -2.761 -0.103 -3.381
C -3.463 -2.781 -0.773
H -3.736 3.886 -0.593
C -0.772 -4.536 -2.639
H 0.195 6.764 0.118
H 2.257 -6.487 0.475
H 3.556 -5.332 0.111
H 1.325 1.471 -0.318
H 1.600 -2.233 4.597
C 2.745 -2.652 1.419
C 3.838 -2.245 0.602
C -1.347 -1.923 -1.820
H -1.756 0.750 -0.756
H 1.346 -0.731 -1.960
C -2.754 -1.862 -1.716
H -0.957 2.064 0.181
H -0.530 4.593 1.050
H 3.542 2.633 -0.729
C 1.584 -4.457 0.341
H -0.350 -5.526 -2.830
H 2.900 -5.436 1.766
C -4.277 2.947 -0.418
C -1.221 3.730 -2.063
*
```

Properties
**<S²>**: 2.08
**DFT total energy**: -4550.5372 hartree
**Orbital gap (spin up / spin down)**: 7.6 / 4.5 eV
**Energy relative to the best compared isomer or geometry (same formula, charge and spin)**: 3.21 kcal per mole
**Highest occupied orbital energy (spin up / spin down)**: -11.0 / -11.0 eV